19
Properties=species:S:1:pos:R:3:forces:R:3 method="wB97M-V/def2-TZVPD" homo_ha=-0.3348 mol_weight_g_mol=156.62 charge=0
C -2.7478 -0.2222 0.0817 4.27 -0.52 1.55
Cl 1.5664 -2.2394 0.3728 -0.11 -0.34 0.11
H -1.2622 -1.6749 0.8075 -0.89 1.22 0.40
C -0.0982 -0.0210 0.5230 -3.50 -0.46 1.34
H 3.2485 -0.5948 -1.2444 1.10 0.70 1.34
H 3.3848 1.2056 -1.1090 1.13 -0.39 0.18
C -1.4894 -0.5535 0.9220 0.99 -1.69 2.04
H -1.7072 -0.4197 2.0901 0.58 -0.09 -2.48
H 3.7580 0.3249 0.4803 0.68 -0.73 -1.54
C 3.2549 0.2793 -0.5241 1.09 0.96 -1.23
H -1.5803 -0.1979 -1.3064 -0.33 0.61 -2.64
N 1.2432 1.5933 -0.0824 2.72 1.20 -1.34
H -0.7486 1.9324 0.4956 1.98 -0.65 -0.66
C 1.1061 -0.6008 0.3185 -0.08 -0.02 -0.90
H -3.6824 -0.0580 -1.4038 -0.76 0.21 -3.10
H -3.5664 -0.4652 0.6429 -2.62 0.07 1.06
C -2.6501 -0.0184 -1.2162 0.37 -0.42 3.09
N 0.0694 1.2844 0.3154 -4.35 0.51 1.25
C 1.9013 0.4460 -0.1637 -2.27 -0.16 1.52